[1]
{"formula": "C4H10NS", "method": "ωB97M-V with the def2-TZVPD basis set", "smiles": "CN[C@H](C)C[S-]", "lumo_energy_ha": 0.1371, "total_charge": -1, "e_above_lowest_kcal_mol": 3.5, "homo_lumo_gap_ev": 5.9, "homo_ev": -2.194, "elements": ["S", "N", "C", "C", "C", "C", "H", "H", "H", "H", "H", "H", "H", "H", "H", "H"], "xyz": [[-3.1066, 0.8093, 0.5003], [0.7618, 0.1605, -0.8369], [2.0312, 0.5300, -0.2548], [-0.5153, -1.1397, 0.8619], [-1.6650, 0.5618, -0.5653], [-0.3537, 0.1891, 0.1499], [2.4176, -0.1780, 0.4986], [-0.9924, -0.9962, 1.8286], [-1.1340, -1.7982, 0.2701], [-1.8225, -0.2422, -1.3118], [-1.4752, 1.4585, -1.1530], [1.9789, 1.4926, 0.2505], [2.8130, 0.5698, -1.0181], [0.8092, -0.8082, -1.1355], [-0.1751, 1.0214, 0.8357], [0.4284, -1.6304, 1.0798]]}



[2]
{"formula": "BrClN2O7S2", "method": "ωB97M-V with the def2-TZVPD basis set", "lumo_energy_ha": -0.0591, "total_charge": 0, "homo_lumo_gap_ev": 9.1, "homo_ev": -10.743, "elements": ["Br", "Cl", "S", "S", "O", "O", "O", "O", "O", "O", "O", "N", "N"], "xyz": [[-2.7313, -0.1167, -0.6573], [3.0018, 1.1238, -1.4482], [-2.1238, -3.3024, 0.1422], [1.1479, 1.6964, 0.5345], [-2.0265, -3.1850, 1.5787], [-1.2132, -4.1904, -0.5280], [1.2180, 2.4760, 1.6781], [0.3039, 1.9933, -0.6026], [2.6456, 1.5081, 0.1559], [-1.3006, 1.0965, 1.1219], [0.6931, 0.0330, 0.9159], [-0.6694, 0.1990, 0.5751], [-1.0904, -0.5878, -0.2604]]}



[3]
{"formula": "C35H33BrF4N4O3P2S2Zr", "method": "ωB97M-V with the def2-TZVPD basis set", "lumo_energy_ha": -0.4829, "total_charge": 4, "e_above_lowest_kcal_mol": 0.0, "homo_lumo_gap_ev": 4.0, "homo_ev": -17.181, "elements": ["Zr", "Br", "S", "S", "P", "P", "F", "F", "F", "F", "O", "O", "O", "N", "N", "N", "N", "C", "C", "C", "C", "C", "C", "C", "C", "C", "C", "C", "C", "C", "C", "C", "C", "C", "C", "C", "C", "C", "C", "C", "C", "C", "C", "C", "C", "C", "C", "C", "C", "C", "C", "C", "H", "H", "H", "H", "H", "H", "H", "H", "H", "H", "H", "H", "H", "H", "H", "H", "H", "H", "H", "H", "H", "H", "H", "H", "H", "H", "H", "H", "H", "H", "H", "H", "H"], "xyz": [[0.4269, -0.1206, 0.9775], [1.3901, -1.4345, 3.2770], [2.8902, 0.7182, 1.2933], [2.9816, 3.6791, 0.5925], [-1.1525, -2.1903, 1.1845], [-0.3825, 2.4424, 1.6568], [0.9460, -2.8041, 5.8954], [-3.0779, -5.0959, 4.9954], [-1.0318, -4.4738, 6.7273], [-3.0973, -4.0178, 2.5181], [-0.9697, 1.4020, 0.3950], [-1.7056, 3.1622, 2.0640], [-0.4991, 1.0858, 2.6870], [3.5432, 1.3863, -7.2372], [4.8661, 2.4056, 1.7486], [2.4574, 1.4822, -5.2011], [0.7686, -0.1421, -1.1665], [-1.0679, -3.9790, 5.5191], [0.7425, -3.7716, -0.0224], [-0.6242, -3.6747, 0.2817], [-1.9360, 4.5901, 2.0463], [0.1770, -0.7414, -3.4126], [-4.8197, -1.7652, -0.5575], [3.6609, 2.2302, 1.2602], [-3.6064, -1.1196, 1.8600], [-2.1114, -4.2884, 4.6379], [0.9895, 1.1203, -1.6089], [-0.0826, -2.5732, 3.8122], [4.3976, 4.6897, 1.1652], [3.1727, 0.8420, -6.0999], [-2.3551, 1.5232, -0.0195], [0.7582, 1.5378, -2.9180], [-5.5483, -1.1538, 0.4516], [-3.4852, -2.0765, -0.3642], [-0.0458, -3.1209, 5.0884], [2.1032, 2.7489, -5.4352], [1.3748, 3.4699, -4.3960], [-0.9999, -5.8602, -0.6258], [0.3273, 0.5692, -3.8366], [-1.4988, -4.7185, -0.0202], [0.3823, -1.0565, -2.0780], [1.2181, -4.9187, -0.6327], [-0.5584, 1.3192, 4.1232], [-2.1166, -3.7198, 3.3602], [-2.8877, -1.7831, 0.8610], [-1.1228, -2.8424, 2.9198], [5.4913, 3.7014, 1.5769], [0.3493, -5.9636, -0.9280], [2.4699, 3.3868, -6.6256], [-4.9389, -0.8209, 1.6539], [3.2070, 2.6193, -7.5263], [0.8664, 2.9516, -3.2706], [5.9699, 4.0131, 2.5093], [-2.5106, 2.5015, -0.4765], [3.5333, 3.0059, -8.4850], [-5.5153, -0.3495, 2.4340], [0.4694, 3.6379, -2.5330], [3.4696, -0.1761, -5.8947], [-3.0326, 1.3984, 0.8300], [-2.5515, -4.6444, 0.2115], [-5.3005, -2.0189, -1.4881], [-6.5922, -0.9301, 0.2997], [-3.1273, -0.8693, 2.8011], [-1.1641, 5.1138, 1.4880], [0.0656, 0.8515, -4.8423], [1.3188, 4.5393, -4.5466], [-0.9834, 0.4265, 4.5823], [-1.9659, 4.9519, 3.0718], [4.7060, 5.3437, 0.3515], [-2.5507, 0.7507, -0.7656], [-1.6709, -6.6723, -0.8558], [0.2323, -2.0737, -1.7257], [1.4192, -2.9372, 0.2325], [6.2723, 3.6235, 0.8121], [-0.1295, -1.5095, -4.1053], [-2.9059, 4.7559, 1.5781], [4.0421, 5.2960, 1.9983], [0.7287, -6.8613, -1.3919], [-2.9176, -2.5620, -1.1460], [2.2644, -5.0056, -0.8757], [-1.2248, 2.1579, 4.3269], [1.3814, 1.8340, -0.8786], [5.4058, 1.6416, 2.1414], [0.4325, 1.5234, 4.5374], [2.1955, 4.4068, -6.8422]]}



[4]
{"formula": "C5H40O14", "method": "ωB97M-V with the def2-TZVPD basis set", "multiplicity": 2, "lumo_energy_ha": [0.0968, 0.0939], "total_charge": -1, "homo_lumo_gap_ev": [2.3, 10.4], "homo_ev": [0.310, -7.831], "elements": ["O", "O", "O", "O", "O", "O", "O", "O", "O", "O", "O", "O", "O", "O", "C", "C", "C", "C", "C", "H", "H", "H", "H", "H", "H", "H", "H", "H", "H", "H", "H", "H", "H", "H", "H", "H", "H", "H", "H", "H", "H", "H", "H", "H", "H", "H", "H", "H", "H", "H", "H", "H", "H", "H", "H", "H", "H", "H", "H"], "xyz": [[-2.7307, -2.0700, 2.8192], [3.6207, -1.4167, 1.6439], [3.2985, -0.6590, -0.9283], [1.5029, 2.3474, -3.1871], [1.4666, -3.2567, 0.6052], [-3.3619, -0.8817, -1.6017], [-0.9954, -3.5306, 1.5411], [-1.0237, 3.3993, -2.1823], [-3.2954, 1.9536, -1.1100], [1.6243, -1.2577, -2.6374], [-0.9235, -0.0792, -3.8013], [0.5867, -3.6696, -3.2403], [-3.0403, -3.0712, -0.2397], [-3.3926, 0.2710, 1.0218], [0.8975, 2.8412, 0.8595], [2.4157, 3.0697, 0.6771], [0.6351, 2.6589, 2.4616], [0.3483, 0.3411, 3.4329], [1.3973, 1.4667, 3.0175], [0.4450, 1.9350, 0.4021], [-2.8312, 1.4153, -1.7953], [1.7631, -2.5218, 0.0235], [-1.9053, -2.4497, 2.4227], [-0.5059, 0.7965, 3.9964], [1.0158, -0.5059, -2.8256], [1.2412, 2.3408, -4.0899], [-3.2027, -1.5884, -0.9474], [-0.1613, -0.1350, 2.5224], [-1.7493, -0.1996, -3.2981], [-1.0519, -4.2484, 2.1261], [2.6277, -1.1114, -1.4727], [0.8530, 3.5627, 3.0674], [-2.9429, 1.0639, 0.8189], [2.2070, 0.9403, 2.3428], [3.6172, -0.7409, 2.1871], [2.1342, -3.5101, 1.2125], [4.0910, -0.9177, -1.0837], [-0.4970, 0.5965, -3.3175], [1.3933, -2.1020, -3.0968], [-3.8340, -1.3055, -2.3079], [2.6942, 3.8480, 1.4050], [1.9183, 1.7947, 3.9423], [-2.9543, -1.2551, 2.3803], [-3.6229, -3.0722, 0.3880], [-2.1804, -3.2383, 0.2088], [-3.9527, 2.4267, -1.6352], [0.4850, 3.6667, 0.2657], [-0.3302, -3.3156, -3.3758], [-0.4712, 3.3603, -1.3556], [-1.8688, 3.4923, -1.9062], [1.7025, 3.3043, -3.1319], [0.9251, -0.4143, 4.0390], [0.6029, -3.8956, -2.3285], [3.5860, -1.0440, 0.7993], [2.5377, 3.5487, -0.3314], [-0.4306, 2.4842, 2.4489], [-0.1596, -3.3829, 1.0990], [-3.3717, -0.3300, 0.3029], [3.1535, 2.2509, 0.7470]]}